(1)
The following is a DFT calculation (ωB97M-V/def2-TZVPD) of an isolated molecule of C6H10O3S.

Geometry as XYZ:
```
20
Properties=species:S:1:pos:R:3
C 2.2097 -0.5666 -2.2164
C 1.5216 0.6390 -1.6343
O 2.0534 1.6391 -1.2525
O 0.1979 0.4127 -1.5635
S -0.8109 1.6199 -0.9514
C -0.5729 1.3775 0.8316
C -0.9508 -0.0177 1.2846
C -2.4001 -0.3944 1.0813
C 0.0855 -1.0558 1.3084
O -0.3435 -0.4266 2.4804
H 2.5260 -1.2165 -1.4019
H 3.0897 -0.2504 -2.7679
H 1.5250 -1.1162 -2.8547
H -1.2220 2.1244 1.2924
H 0.4642 1.6110 1.0817
H -3.0329 0.1662 1.7662
H -2.5426 -1.4567 1.2695
H -2.6976 -0.1691 0.0593
H -0.1943 -2.0990 1.1983
H 1.0944 -0.8209 0.9890
```

Properties
Max |F| ... 0.0269 hartree/bohr
2S+1 ... 1
Electronic energy ... -23360.627 eV
Energy relative to the best compared isomer or geometry (same formula, charge and spin) ... 1.1 kcal per mole
LUMO energy ... 0.72 eV
HOMO level ... -9.23 eV

***

(2)
The following is a DFT calculation (ωB97M-V/def2-TZVPD) of an isolated molecule of CClNO4.

Geometry as XYZ:
```
7
Properties=species:S:1:pos:R:3
O -1.3902 0.7201 -0.7845
C -0.5575 0.0854 -0.3100
O -0.2273 -1.4944 -0.4756
Cl -0.8338 -2.5373 -1.6259
N 0.4063 0.5105 0.7090
O 1.2390 1.1754 0.1693
O 0.2186 0.3067 1.8523
```

Properties
Max |F| ... 0.1022 hartree/bohr
2S+1 ... 1
Electronic energy ... -23233.182 eV
Energy relative to the best compared isomer or geometry (same formula, charge and spin) ... 74.6 kcal per mole
LUMO energy ... -1.20 eV
HOMO level ... -11.17 eV

***

(3)
The following is a DFT calculation (ωB97M-V/def2-TZVPD) of a structure of composition CoF6N3O12S6.

Geometry as XYZ:
```
28
Properties=species:S:1:pos:R:3
Co -6.4815 10.8773 -11.9214
N -4.9125 11.0713 -10.7147
S -4.6736 11.6347 -9.3268
O -4.0239 12.9255 -9.3535
O -4.4698 10.6941 -8.1826
F -6.1265 12.0447 -8.9784
S -3.3418 10.4125 -10.7824
O -3.1054 9.1738 -10.1217
O -2.2105 11.3054 -11.0397
F -3.5955 9.8635 -12.3614
N -7.5274 9.5268 -10.9316
S -8.5798 9.4528 -9.5457
O -7.9479 9.4946 -8.2203
O -9.8558 8.7985 -9.6616
F -9.0202 10.9970 -9.6079
S -7.2367 8.0969 -10.7614
O -8.1813 7.1716 -11.3348
O -6.4405 7.6893 -9.5754
F -6.2548 8.1173 -12.0021
N -6.0802 10.6358 -13.8141
S -6.6797 9.4756 -14.8003
O -6.1236 8.1597 -14.8125
O -7.3914 9.9106 -15.9765
F -7.9766 9.3150 -13.8299
S -5.0873 11.1188 -14.8205
O -5.7083 12.0698 -15.7347
O -4.0030 10.1664 -15.2264
F -4.3402 12.0659 -13.7846
```

Properties
Max |F| ... 0.2597 hartree/bohr
2S+1 ... 5
Electronic energy ... -147969.070 eV
Energy relative to the best compared isomer or geometry (same formula, charge and spin) ... 26.6 kcal per mole
LUMO energy (spin up / spin down) ... -3.37 / -8.52 eV
HOMO level (spin up / spin down) ... -12.60 / -11.72 eV